A single C5H10O molecule. Source: the Open Molecules 2025 dataset; level of theory: ωB97M-V with the def2-TZVPD basis set.

Properties
ΔE to the lowest compared entry with this formula, charge and spin	108.5	kJ/mol
SMILES	CC/C(C)=C\O
spin multiplicity	1
highest occupied orbital energy	-8.31	eV
HOMO-LUMO gap	9.23	eV

Last columns: bonded neighbours and bond lengths (Å).
CARTESIAN COORDINATES (ANGSTROEM)
1 C 1.96618 -0.16644 -0.14841  C2 1.533, H7 1.094, H8 1.095, H9 1.098
2 C 0.63502 -0.61914 0.46335  C1 1.533, C3 1.517, H10 1.099, H11 1.101
3 C -0.64810 0.10529 0.10340  C2 1.517, C4 1.506, C5 1.337
4 C -1.89254 -0.45456 0.74151  C3 1.506, H12 1.096, H13 1.095, H14 1.102
5 C -0.72870 1.20041 -0.65955  C3 1.337, O6 1.371, H15 1.089
6 O 0.18074 1.54216 -1.62620  C5 1.371, H16 0.964
7 H 2.08805 0.91978 -0.10985  C1 1.094
8 H 2.79051 -0.61975 0.41211  C1 1.095
9 H 2.08860 -0.48386 -1.19191  C1 1.098
10 H 0.52613 -1.70660 0.35225  C2 1.099
11 H 0.70790 -0.45298 1.54951  C2 1.101
12 H -1.86884 -0.45938 1.83762  C4 1.096
13 H -2.78623 0.07719 0.39924  C4 1.095
14 H -2.01010 -1.50084 0.41677  C4 1.102
15 H -1.53418 1.92885 -0.58085  C5 1.089
16 H 0.48555 0.68987 -1.95901  O6 0.964

Table of Mulliken atomic charges, one value per atom, all in e: C -1.4768; C -0.1089; C 0.3855; C -1.4604; C -0.1324; O -0.5259; H 0.3733; H 0.3752; H 0.3483; H 0.2855; H 0.2827; H 0.3117; H 0.3640; H 0.2969; H 0.3625; H 0.3187